Computed, not measured: C57H50Cl2CoF18N2O5P3 as an isolated structure, with ωB97M-V with the def2-TZVPD basis set.

E_tot = -7812.39291 hartree
LUMO energy (alpha / beta) = -7.096 / -8.311 eV
HOMO level (alpha / beta) = -14.51 / -14.51 eV
Multiplicity = 1
Total charge = +2
HOMO-LUMO gap (alpha / beta) = 7.4 / 6.2 eV

Element x y z (Å)
Co: -0.8040 0.4944 -0.7122
Cl: -1.9931 0.6819 -3.4057
C: -3.3989 -0.1376 -2.7271
Cl: -3.3535 -0.0263 -0.9313
H: -3.3349 -1.1860 -2.9952
H: -4.2984 0.3582 -3.0663
F: -1.5533 6.7809 3.0572
C: -1.1838 5.9400 4.0480
F: -2.0514 6.0822 5.0551
F: 0.0290 6.3210 4.4715
C: -1.1536 4.5236 3.5229
C: -0.2880 4.2330 2.4763
C: -0.3069 2.9745 1.9108
C: -1.1760 1.9906 2.3886
C: -1.9961 2.2716 3.4771
C: -1.9900 3.5473 4.0351
P: -1.0296 0.3307 1.6494
C: -2.5315 -0.6114 1.9513
C: -3.7652 0.0305 2.0886
C: -4.9048 -0.6967 2.3868
C: -4.8122 -2.0688 2.5506
C: -3.6031 -2.7234 2.3737
C: -2.4677 -2.0031 2.0454
C: -6.0374 -2.8701 2.9315
F: -6.0741 -3.0621 4.2579
F: -6.0221 -4.0728 2.3392
F: -7.1605 -2.2371 2.5688
C: 0.2673 -0.3350 2.7425
C: 1.4964 0.3125 2.6721
C: 2.5070 0.0403 3.5685
C: 2.2910 -0.9125 4.5551
C: 1.0659 -1.5485 4.6594
C: 0.0423 -1.2502 3.7677
C: 3.3895 -1.1911 5.5547
F: 3.3556 -0.2836 6.5420
F: 4.5971 -1.1109 4.9755
F: 3.2619 -2.4028 6.1006
H: 0.3809 4.9964 2.0942
H: 0.3449 2.7731 1.0664
H: -2.6282 1.5123 3.9150
H: -2.6372 3.7742 4.8723
H: -3.8469 1.1049 1.9890
H: -5.8596 -0.1987 2.4964
H: -3.5558 -3.7992 2.4777
H: -1.5398 -2.5297 1.8570
H: 1.6356 1.0751 1.9228
H: 3.4570 0.5586 3.5115
H: 0.8940 -2.2637 5.4537
H: -0.9178 -1.7231 3.9070
C: -2.7451 -5.1184 -0.1817
C: -3.2406 -4.0401 -1.1274
C: -4.6004 -3.5041 -0.7214
C: -3.2847 -4.5501 -2.5591
O: -2.3337 -2.8678 -0.9744
P: -1.0422 -2.5651 -1.8287
O: -1.2598 -2.3799 -3.2725
O: -0.5351 -1.2295 -1.1710
O: -0.0688 -3.7298 -1.4122
C: 0.9935 -4.4133 -2.2199
C: 1.7347 -5.2646 -1.2107
C: 1.9068 -3.3838 -2.8526
C: 0.3333 -5.2793 -3.2773
H: -3.3461 -6.0209 -0.3047
H: -2.8218 -4.7977 0.8569
H: -1.7049 -5.3634 -0.3973
H: -5.3103 -4.3256 -0.6124
H: -4.9861 -2.8205 -1.4823
H: -4.5392 -2.9707 0.2282
H: -4.0795 -5.2943 -2.6286
H: -2.3510 -5.0276 -2.8530
H: -3.4972 -3.7472 -3.2643
H: 2.2666 -4.6513 -0.4856
H: 2.4653 -5.8878 -1.7294
H: 1.0416 -5.9202 -0.6795
H: 2.3316 -2.7173 -2.0981
H: 1.3631 -2.8005 -3.5920
H: 2.7288 -3.8966 -3.3569
H: -0.2536 -6.0765 -2.8152
H: 1.1125 -5.7465 -3.8825
H: -0.3055 -4.6890 -3.9328
N: -2.8770 7.2635 -0.6863
C: -1.7505 6.6304 -1.0749
O: -0.7352 7.1856 -1.4352
C: -1.7540 5.1130 -1.0355
C: -2.5328 4.3328 -0.1949
C: -2.2994 2.9735 -0.1357
N: -1.3585 2.3679 -0.8705
C: -0.6789 3.1166 -1.7581
C: -0.8376 4.4746 -1.8610
H: -2.8838 8.2706 -0.7015
H: -3.7216 6.7848 -0.4359
H: -3.2834 4.7577 0.4603
H: -2.8929 2.3479 0.5126
H: -0.0004 2.5871 -2.4142
H: -0.2440 5.0573 -2.5524
F: 2.0066 -0.6566 -7.5798
C: 3.0469 -0.3255 -6.8056
F: 3.6403 0.7537 -7.3384
F: 3.9304 -1.3361 -6.8374
C: 2.6188 -0.0505 -5.3829
C: 1.3575 -0.3993 -4.9473
C: 1.0014 -0.1679 -3.6225
C: 1.9020 0.4319 -2.7529
C: 3.1861 0.7749 -3.2009
C: 3.5396 0.5287 -4.5109
P: 1.5131 0.7265 -1.0081
C: 2.2211 2.3706 -0.6709
C: 2.1711 3.3492 -1.6679
C: 2.5819 4.6488 -1.4120
C: 3.0659 4.9799 -0.1571
C: 3.2082 4.0026 0.8181
C: 2.7922 2.7079 0.5607
C: 3.4059 6.4126 0.1878
F: 4.5227 6.4795 0.9252
F: 2.4044 6.9439 0.9132
F: 3.5695 7.1612 -0.9053
C: 2.4978 -0.4763 -0.0648
C: 1.9405 -1.6561 0.4292
C: 2.7306 -2.5649 1.1097
C: 4.0795 -2.3070 1.2960
C: 4.6468 -1.1427 0.8098
C: 3.8579 -0.2286 0.1270
C: 4.9087 -3.3316 2.0309
F: 6.2044 -3.0071 2.0374
F: 4.7773 -4.5386 1.4576
F: 4.4940 -3.4456 3.3072
H: 0.6562 -0.8748 -5.6207
H: 0.0396 -0.5298 -3.2704
H: 3.9055 1.2426 -2.5408
H: 4.5286 0.7933 -4.8646
H: 1.8283 3.0999 -2.6656
H: 2.5257 5.4032 -2.1862
H: 3.6505 4.2505 1.7751
H: 2.9654 1.9584 1.3221
H: 0.9004 -1.8785 0.2722
H: 2.2947 -3.4799 1.4941
H: 5.7018 -0.9496 0.9550
H: 4.3176 0.6796 -0.2424



Computed, not measured: a 4-piece molecular cluster, C19H40ClN3O3 overall at a distorted geometry, with ωB97M-V with the def2-TZVPD basis set.

E_tot = -1598.04247 hartree
LUMO energy = 0.534 eV
HOMO level = -9.16 eV
Multiplicity = 1
HOMO-LUMO gap = 9.7 eV
SMILES string = N#CC[C@](Cl)(C#N)CCCN.CCOCC.CCOCC.CCOCC

Element x y z (Å)
N: 2.3326 3.9289 2.4511
C: 2.7623 2.8982 2.1919
C: 3.1054 1.5205 1.7678
C: 1.9730 0.9660 0.8669
Cl: 2.5470 -0.5763 0.1745
C: 1.7459 1.9539 -0.2240
N: 1.5638 2.5718 -1.1726
C: 0.6957 0.7362 1.6875
C: -0.5783 0.5971 0.8381
C: -1.7338 1.5205 1.2794
N: -1.4009 2.9252 1.4615
H: 4.0214 1.5820 1.1796
H: 3.2819 0.8787 2.6262
H: 0.6166 1.5117 2.4496
H: 0.8589 -0.1959 2.2342
H: -0.4033 0.7521 -0.2278
H: -0.9315 -0.4318 0.9374
H: -2.2211 1.1350 2.1771
H: -2.4845 1.4808 0.4878
H: -0.6220 3.0772 2.0824
H: -1.2522 3.3864 0.5781
C: -2.2660 -2.5473 -2.1732
C: -1.3050 -2.6448 -1.0015
O: -1.9349 -2.8021 0.2577
C: -2.7210 -3.9669 0.4277
C: -1.9394 -5.2608 0.2799
H: -3.0029 -1.7619 -1.9991
H: -1.7192 -2.3188 -3.0882
H: -2.8074 -3.4809 -2.3349
H: -0.7428 -1.7139 -0.9173
H: -0.5703 -3.4408 -1.1654
H: -3.5805 -3.9521 -0.2515
H: -3.1224 -3.9009 1.4402
H: -1.5746 -5.4018 -0.7386
H: -2.5739 -6.1129 0.5255
H: -1.0747 -5.2631 0.9459
C: -1.9245 -1.7218 4.2532
C: -0.9340 -2.3995 3.3219
O: 0.3989 -2.4084 3.8105
C: 0.6048 -3.0925 5.0324
C: 0.2538 -4.5694 4.9756
H: -1.5887 -0.7131 4.5013
H: -2.9030 -1.6580 3.7753
H: -2.0478 -2.2693 5.1894
H: -0.8970 -1.8578 2.3808
H: -1.2599 -3.4161 3.0785
H: 0.0624 -2.5972 5.8457
H: 1.6672 -2.9817 5.2524
H: -0.8152 -4.7281 4.8244
H: 0.5323 -5.0580 5.9098
H: 0.7818 -5.0558 4.1541
C: 1.2053 4.5228 -3.7026
C: 2.0086 3.6178 -4.6168
O: 1.3844 3.3500 -5.8624
C: 1.1321 4.4756 -6.6800
C: 2.3830 5.2368 -7.0854
H: 0.2007 4.1241 -3.5568
H: 1.6908 4.6013 -2.7346
H: 1.1077 5.5315 -4.1113
H: 2.1313 2.6456 -4.1391
H: 3.0157 4.0213 -4.7736
H: 0.4121 5.1464 -6.1976
H: 0.6438 4.0821 -7.5724
H: 2.8686 5.7065 -6.2287
H: 2.1301 6.0245 -7.7961
H: 3.1055 4.5640 -7.5498



Computed, not measured: a 2-piece molecular cluster, C3H6N2O overall, with ωB97M-V with the def2-TZVPD basis set.

E_tot = -302.52683 hartree
LUMO energy = 0.747 eV
HOMO level = -10.12 eV
Multiplicity = 1
ΔE to the lowest compared entry with this formula, charge and spin = 104.3 kcal/mol
HOMO-LUMO gap = 10.9 eV
SMILES string = [H]/N=C/N=C1/CO1.[H][H]

Element x y z (Å)
H: 3.4773 -1.0850 -0.3324
N: 2.5019 -1.2456 -0.5744
C: 1.7893 -0.3516 -0.0313
N: 0.4153 -0.3835 -0.2319
C: -0.3388 0.4688 0.2892
C: -1.7027 0.8331 0.3914
O: -0.4474 1.5390 1.0526
H: 2.1597 0.4657 0.6000
H: -2.3587 0.3161 1.0889
H: -2.1846 1.4032 -0.3998
H: -2.0174 -0.8847 -0.8998
H: -1.2939 -1.0755 -0.9525



Computed, not measured: one molecule with the formula C4H9NO, with ωB97M-V with the def2-TZVPD basis set.

E_tot = -287.76954 hartree
LUMO energy = 0.914 eV
HOMO level = -7.48 eV
Multiplicity = 1
ΔE to the lowest compared entry with this formula, charge and spin = 39.5 kcal/mol
HOMO-LUMO gap = 8.4 eV
SMILES string = C/C=C(\O)NC

Element x y z (Å)
C: -0.1248 0.1937 2.4547
C: -0.6928 -0.1028 1.0887
C: 0.0846 -0.1274 -0.0159
O: 1.3972 -0.5161 0.0025
N: -0.3049 0.3659 -1.2376
C: 0.1458 -0.0521 -2.5448
H: -0.5296 1.1572 2.7902
H: -0.3265 -0.5338 3.2520
H: 0.9608 0.3405 2.4122
H: -1.7688 0.0038 0.9432
H: 1.4901 -1.1440 0.7373
H: -1.1661 0.8845 -1.1978
H: 0.3472 0.8192 -3.1828
H: 1.0763 -0.6062 -2.4345
H: -0.5884 -0.6824 -3.0673



Computed, not measured: a 9-piece molecular cluster, C36H66O12 overall at a distorted geometry, with ωB97M-V with the def2-TZVPD basis set.

E_tot = -2314.03998 hartree
LUMO energy = 0.477 eV
HOMO level = -9.03 eV
Multiplicity = 1
ΔE to the lowest compared entry with this formula, charge and spin = 14.4 kcal/mol
HOMO-LUMO gap = 9.5 eV
SMILES string = O=C1CCCO1.O=C1CCCO1.O=C1CCCO1.C1CCOC1.C1CCOC1.C1CCOC1.C1CCOC1.C1CCOC1.C1CCOC1

Element x y z (Å)
O: -1.6739 -3.0793 -3.5867
C: -0.4893 -3.4364 -3.6085
C: 0.7114 -3.1438 -4.5556
C: 1.6787 -4.2419 -4.2030
C: 1.3856 -4.4390 -2.7358
O: -0.0573 -4.1979 -2.5743
H: 0.4101 -3.1101 -5.6026
H: 1.0801 -2.1574 -4.2741
H: 1.5094 -5.2259 -4.6403
H: 2.7016 -3.8900 -4.3366
H: 1.6778 -5.4115 -2.3395
H: 1.9116 -3.7744 -2.0504
O: 1.5228 -0.5108 -6.4105
C: 1.0705 0.5180 -5.9255
C: 1.7143 1.7094 -5.1925
C: 0.4732 2.5298 -4.7908
C: -0.6848 1.5527 -4.8495
O: -0.2389 0.6572 -5.8675
H: 2.1965 1.1787 -4.3715
H: 2.5014 2.2083 -5.7579
H: 0.5090 3.0053 -3.8107
H: 0.3811 3.3755 -5.4722
H: -0.8585 1.0113 -3.9196
H: -1.5990 2.0089 -5.2295
O: -1.2178 1.6381 -0.9926
C: -0.8687 0.5143 -0.6172
C: -0.5612 -0.7367 -1.3922
C: 0.3016 -1.4955 -0.4004
C: -0.2676 -1.0540 0.8973
O: -0.6563 0.2855 0.6488
H: -1.5100 -1.2278 -1.6084
H: 0.0056 -0.6818 -2.3216
H: 0.2442 -2.5819 -0.4684
H: 1.3744 -1.3598 -0.5377
H: -1.1297 -1.6809 1.1250
H: 0.4363 -1.1546 1.7234
C: -3.7526 3.3338 2.5680
C: -2.8232 2.9906 1.4029
C: -3.8060 2.9768 0.2585
O: -5.0474 2.5182 0.7213
C: -5.1724 3.1568 1.9722
H: -3.6140 4.3400 2.9635
H: -3.6008 2.6353 3.3910
H: -2.3238 2.0405 1.5929
H: -1.9999 3.6946 1.2821
H: -3.4921 2.3144 -0.5483
H: -3.9241 3.9827 -0.1443
H: -5.6847 2.4758 2.6517
H: -5.7827 4.0593 1.9384
C: 2.6186 -1.7216 3.9945
C: 3.2214 -0.3547 4.2037
C: 3.0199 0.2231 2.8316
O: 3.2490 -0.8595 1.9310
C: 3.2196 -2.1033 2.6367
H: 1.5293 -1.7120 3.9573
H: 2.9931 -2.3583 4.7961
H: 4.2802 -0.3472 4.4627
H: 2.7283 0.2013 5.0011
H: 3.7534 1.0223 2.7246
H: 1.9809 0.5504 2.8697
H: 4.1688 -2.6158 2.7937
H: 2.5176 -2.8089 2.1924
C: 5.1543 -0.5281 -3.0246
C: 4.4645 -0.5631 -1.7258
C: 4.2191 -2.0650 -1.5434
O: 3.9097 -2.4964 -2.8483
C: 4.5146 -1.6462 -3.8470
H: 6.2069 -0.7101 -2.8079
H: 5.0909 0.4823 -3.4288
H: 3.5438 0.0203 -1.7226
H: 5.0557 -0.1678 -0.8997
H: 3.4691 -2.3380 -0.8011
H: 5.1108 -2.6442 -1.3033
H: 3.8549 -1.0810 -4.5053
H: 5.3026 -2.2541 -4.2916
C: -1.1080 7.2908 -1.7045
C: -0.1139 6.1958 -1.9133
C: -0.8127 4.9558 -1.4456
O: -1.8892 5.4239 -0.6201
C: -1.8373 6.8172 -0.4253
H: -1.7893 7.4024 -2.5480
H: -0.7123 8.2764 -1.4595
H: 0.7617 6.3235 -1.2769
H: 0.2267 6.1719 -2.9485
H: -0.1119 4.3980 -0.8243
H: -1.0694 4.3920 -2.3424
H: -1.2290 6.9787 0.4647
H: -2.8150 7.2709 -0.2630
C: -3.2707 0.4795 5.4149
C: -2.5563 -0.7357 4.8739
C: -1.1034 -0.6466 5.3174
O: -1.0819 0.4887 6.1919
C: -2.1008 1.4164 5.7760
H: -3.9140 0.1593 6.2345
H: -3.9443 0.8253 4.6308
H: -2.6266 -0.7323 3.7862
H: -3.1352 -1.6035 5.1902
H: -0.4790 -0.5597 4.4282
H: -0.7827 -1.5377 5.8569
H: -1.6824 2.0225 4.9724
H: -2.3969 2.0703 6.5962
C: -2.5324 -4.9968 1.8863
C: -1.3341 -4.6218 0.9934
C: -0.2783 -4.2511 2.0197
O: -0.9967 -3.7166 3.1428
C: -2.3183 -4.2726 3.2111
H: -2.4681 -6.0690 2.0717
H: -3.4610 -4.7613 1.3664
H: -1.5973 -3.7525 0.3907
H: -1.0305 -5.3661 0.2572
H: 0.4849 -3.6067 1.5835
H: 0.3682 -5.1105 2.1977
H: -2.9681 -3.3995 3.1502
H: -2.4321 -4.8636 4.1198



Computed, not measured: a 10-piece molecular cluster, C55H54F9O3P2 overall at a distorted geometry, with ωB97M-V with the def2-TZVPD basis set.

E_tot = -3935.43353 hartree
LUMO energy = 1.742 eV
HOMO level = -4.15 eV
Multiplicity = 1
Total charge = -1
HOMO-LUMO gap = 5.9 eV

Element x y z (Å)
O: 6.3381 4.8993 2.0188
P: 5.1997 5.4997 1.3286
O: 5.3742 7.0682 1.3344
O: 5.2228 4.9830 -0.1729
C: 3.6236 5.1023 1.9897
P: 2.1935 6.1626 1.1371
H: 4.4889 7.5007 1.3355
H: 4.3018 4.8954 -0.4891
H: 3.4169 4.0557 1.8033
H: 3.5876 5.2793 3.0566
H: 2.8258 7.3578 1.6699
H: 1.3987 6.0749 2.3837
H: 1.5549 4.9372 0.6751
H: 3.0176 6.2417 -0.1151
H: 1.1687 6.9718 0.4685
F: -0.6291 4.4811 1.6101
C: -0.6488 3.1654 1.8443
C: -1.6932 2.6341 2.5784
C: -1.7194 1.2682 2.8205
C: -0.7050 0.4537 2.3388
C: 0.3375 1.0079 1.6084
C: 0.3691 2.3704 1.3516
H: -2.4702 3.2879 2.9514
H: -2.5355 0.8396 3.3877
H: -0.7277 -0.6113 2.5306
H: 1.1308 0.3769 1.2324
H: 1.1669 2.8241 0.7798
F: -0.2421 -0.9818 -0.7783
C: -1.2678 -0.6402 -1.5873
C: -1.7840 -1.5905 -2.4407
C: -2.8392 -1.2437 -3.2700
C: -3.3559 0.0430 -3.2382
C: -2.8163 0.9856 -2.3715
C: -1.7656 0.6452 -1.5324
H: -1.3625 -2.5834 -2.4604
H: -3.2546 -1.9800 -3.9397
H: -4.1759 0.3112 -3.8877
H: -3.2156 1.9891 -2.3469
H: -1.3353 1.3601 -0.8421
F: -6.3803 -0.7625 -3.5971
C: -6.6348 -2.0674 -3.3499
C: -7.6650 -2.3891 -2.4924
C: -7.9288 -3.7267 -2.2405
C: -7.1606 -4.7156 -2.8381
C: -6.1271 -4.3665 -3.6950
C: -5.8612 -3.0320 -3.9590
H: -8.2457 -1.6017 -2.0311
H: -8.7363 -3.9965 -1.5738
H: -7.3670 -5.7575 -2.6347
H: -5.5232 -5.1345 -4.1584
H: -5.0670 -2.7430 -4.6308
F: -2.2584 -5.3714 -1.4783
C: -1.0870 -5.6190 -0.8551
C: -0.8412 -6.8870 -0.3724
C: 0.3655 -7.1416 0.2622
C: 1.3006 -6.1273 0.4123
C: 1.0304 -4.8570 -0.0783
C: -0.1699 -4.5973 -0.7217
H: -1.5863 -7.6627 -0.4929
H: 0.5767 -8.1339 0.6392
H: 2.2396 -6.3269 0.9107
H: 1.7549 -4.0629 0.0400
H: -0.3888 -3.6156 -1.1079
F: 3.5968 9.3824 2.2471
C: 3.9688 10.5894 1.7969
C: 3.0033 11.5534 1.5869
C: 3.3949 12.7998 1.1232
C: 4.7339 13.0625 0.8689
C: 5.6858 12.0752 1.0828
C: 5.3068 10.8276 1.5545
H: 1.9653 11.3223 1.7839
H: 2.6511 13.5681 0.9588
H: 5.0344 14.0355 0.5030
H: 6.7294 12.2751 0.8804
H: 6.0320 10.0440 1.7326
F: -5.6426 2.7289 -2.4604
C: -6.6688 3.0537 -3.2705
C: -7.1749 2.0948 -4.1239
C: -8.2346 2.4359 -4.9513
C: -8.7634 3.7189 -4.9215
C: -8.2334 4.6659 -4.0570
C: -7.1796 4.3345 -3.2189
H: -6.7470 1.1053 -4.1407
H: -8.6484 1.6950 -5.6223
H: -9.5876 3.9800 -5.5718
H: -8.6405 5.6677 -4.0341
H: -6.7557 5.0550 -2.5324
F: 1.2961 -10.1600 -1.6582
C: 2.0216 -9.3481 -2.4560
C: 1.3793 -8.3606 -3.1741
C: 2.1276 -7.5242 -3.9869
C: 3.5020 -7.6878 -4.0793
C: 4.1286 -8.6887 -3.3523
C: 3.3878 -9.5248 -2.5301
H: 0.3062 -8.2491 -3.0941
H: 1.6352 -6.7418 -4.5480
H: 4.0832 -7.0347 -4.7158
H: 5.1996 -8.8208 -3.4236
H: 3.8599 -10.3060 -1.9495
F: -3.8741 -7.6739 6.6087
C: -3.0114 -7.4851 5.5878
C: -2.7612 -8.5306 4.7237
C: -1.8770 -8.3309 3.6740
C: -1.2541 -7.1026 3.5079
C: -1.5189 -6.0670 4.3926
C: -2.4078 -6.2534 5.4407
H: -3.2530 -9.4822 4.8754
H: -1.6745 -9.1387 2.9831
H: -0.5633 -6.9532 2.6903
H: -1.0321 -5.1096 4.2666
H: -2.6340 -5.4573 6.1371
F: 5.6191 1.2623 2.3719
C: 6.8378 1.1829 2.9411
C: 7.2681 -0.0472 3.4011
C: 8.5224 -0.1434 3.9857
C: 9.3189 0.9849 4.1079
C: 8.8599 2.2107 3.6399
C: 7.6111 2.3229 3.0454
H: 6.6258 -0.9127 3.3008
H: 8.8762 -1.1010 4.3456
H: 10.2965 0.9091 4.5675
H: 9.4787 3.0927 3.7381
H: 7.2413 3.2785 2.6682



Computed, not measured: a 2-piece molecular cluster, CH4NO overall at a distorted geometry, with ωB97M-V with the def2-TZVPD basis set.

E_tot = -170.32276 hartree
LUMO energy (alpha / beta) = 4.975 / 4.960 eV
HOMO level (alpha / beta) = -1.39 / -1.85 eV
Multiplicity = 1
Total charge = -1
ΔE to the lowest compared entry with this formula, charge and spin = 98.7 kcal/mol
HOMO-LUMO gap (alpha / beta) = 6.4 / 6.8 eV

Element x y z (Å)
C: -0.4066 -0.1216 0.1311
N: 0.2852 0.6927 1.0997
O: 0.0263 0.1625 2.1974
H: -1.5347 -0.1463 0.4953
H: -0.5137 0.3488 -0.8972
H: -0.1329 -1.1601 0.0600
H: 2.2331 0.5224 0.7775



What is the multiplicity in the fourth record? 1



Look up the E_tot of the second one. -1598.04247 hartree